a | 2 unconnected molecules or ions with the total composition C5H12OS, computed with ωB97M-V with the def2-TZVPD basis set.

Atoms and positions in Å:
1 C -1.7770 0.1850 -0.8944
2 C -2.9648 -0.2331 -0.1656
3 C -1.9473 1.3159 -1.7808
4 C 2.0464 -1.2788 0.5463
5 C 3.3656 0.6951 1.6948
6 O 2.8636 0.8771 -0.9396
7 S 2.1284 0.6013 0.2759
8 H -2.5603 -0.4683 0.8891
9 H -2.8839 -1.3029 -0.4461
10 H -3.9570 0.3086 -0.3764
11 H -3.0054 1.5145 -2.0604
12 H -1.3510 1.3073 -2.7379
13 H -1.6624 2.1622 -1.0641
14 H 1.8833 -1.5692 1.5405
15 H 1.3311 -1.9097 -0.0554
16 H 3.0504 -1.5690 0.3391
17 H 2.9847 0.1410 2.5119
18 H 4.3034 0.3138 1.2933
19 H 3.3230 1.6759 1.9430

Properties
lowest unoccupied orbital energy = 0.6403 eV
HOMO energy = -0.294 Ha

These are the Löwdin partial charges, in e, on atoms 1 to 8: -0.144, -0.192, -0.187, -0.246, -0.222, -0.552, 0.799, 0.106

=====

b | A single C5H12OS molecule, computed with ωB97M-V with the def2-TZVPD basis set.

Atoms and positions in Å:
1 C -0.2053 -2.6791 0.9465
2 O 0.9831 -3.1235 0.3299
3 C -0.7260 -1.3466 0.3906
4 C 0.4395 -0.3315 0.1698
5 C -0.1549 1.0746 -0.1225
6 S 0.8542 2.5014 0.3438
7 C 0.3238 3.5482 -1.1587
8 H 0.1572 -2.4781 1.9865
9 H -1.0060 -3.4120 1.0529
10 H 0.8605 -3.8013 -0.3405
11 H -1.3765 -1.4853 -0.4624
12 H -1.2777 -0.8907 1.2268
13 H 1.0440 -0.7954 -0.6085
14 H 1.0437 -0.2349 1.0893
15 H -1.1531 1.2302 0.3367
16 H -0.4079 1.1731 -1.1645
17 H -0.7755 3.4262 -1.1591
18 H 0.5946 4.5611 -0.8607
19 H 0.7825 3.0635 -1.9960

Properties
lowest unoccupied orbital energy = 0.8878 eV
SMILES string = CSCCCCO
HOMO energy = -0.308 Ha

These are the Löwdin partial charges, in e, on atoms 1 to 8: -0.282, -0.073, -0.197, -0.243, -0.559, 0.749, -0.349, 0.125

=====

Each structure's energy above the most stable one, in kcal/mol: a 107.3; b 0.0.

=====

a | A single C3H4O2 molecule, computed with ωB97M-V with the def2-TZVPD basis set.

Atoms and positions in Å:
1 C 0.1606 0.3088 -1.8185
2 C -0.7368 -0.0614 1.6938
3 C 0.1031 -0.1395 0.5540
4 O -0.3423 0.4822 -0.5682
5 O 0.4414 0.7241 1.5744
6 H -0.3766 1.0518 -2.5287
7 H 0.6660 -0.6229 -1.9034
8 H -0.7233 -0.7084 2.5437
9 H 0.8080 -1.0347 0.4529

Properties
multiplicity = 3
lowest unoccupied orbital energy (alpha / beta) = 1.0974 / -0.3918 eV
<S²> = 2.01
HOMO energy (alpha / beta) = -0.280 / -0.407 Ha

These are the Löwdin partial charges, in e, on atoms 1 to 8: 0.003, 0.075, -0.447, -0.096, 0.044, 0.106, 0.045, 0.091

=====

b | A single C3H4O2 molecule, computed with ωB97M-V with the def2-TZVPD basis set.

Atoms and positions in Å:
1 C -1.3787 -1.0284 -0.6177
2 C -0.8820 -0.0773 0.1713
3 C 1.3697 0.4216 0.3110
4 O -2.1624 0.0370 0.2825
5 O 0.0680 0.5239 0.8996
6 H -1.9936 -1.1832 -1.5373
7 H 1.3145 0.6639 -0.8237
8 H 1.7643 -0.5269 0.5818
9 H 1.9002 1.1694 0.7325

Properties
multiplicity = 3
lowest unoccupied orbital energy (alpha / beta) = 0.9587 / -0.7147 eV
<S²> = 2.00
HOMO energy (alpha / beta) = -0.195 / -0.423 Ha

These are the Löwdin partial charges, in e, on atoms 1 to 8: 0.149, -0.521, -0.044, 0.104, -0.031, 0.076, 0.134, 0.087

=====

Each structure's energy above the most stable one, in kcal/mol: a 0.0; b 36.6.

=====

a | 2 unconnected molecules or ions with the total composition C5H14O, computed with ωB97M-V with the def2-TZVPD basis set.

Atoms and positions in Å:
1 C 1.0750 -0.2354 -0.6538
2 C 1.4164 -0.3129 0.8189
3 C 0.2015 -0.3624 1.7547
4 C -0.7562 0.8029 1.5617
5 C 0.2278 -1.3975 -1.1632
6 H 0.4602 0.6659 -0.7989
7 H 1.9261 -0.1330 -1.3118
8 H 2.0058 0.5470 1.1346
9 H 2.0601 -1.1693 1.0430
10 H 0.5786 -0.3661 2.7718
11 H -0.3465 -1.3017 1.6218
12 H -1.4077 0.9514 2.4311
13 H -0.2594 1.7690 1.3872
14 H -1.4247 0.6286 0.7343
15 H -0.0818 -1.1784 -2.1858
16 H 0.7860 -2.3304 -1.0672
17 H -0.6576 -1.5374 -0.5403
18 H -1.4908 1.9280 -3.0911
19 H -2.0985 1.6024 -1.7520
20 O -2.2143 1.4292 -2.6948

Properties
lowest unoccupied orbital energy = 0.8223 eV
SMILES string = CCCCC.O
HOMO energy = -0.411 Ha

These are the Löwdin partial charges, in e, on atoms 1 to 8: -0.276, -0.237, -0.269, -0.119, -0.108, 0.088, 0.100, 0.105

=====

b | 2 unconnected molecules or ions with the total composition C5H14O, computed with ωB97M-V with the def2-TZVPD basis set.

Atoms and positions in Å:
1 C 0.7186 1.3175 -0.9533
2 C -1.6362 0.5422 -0.4358
3 C -0.3579 1.1677 0.1212
4 H 0.9742 0.3295 -1.3717
5 H 1.6335 1.7700 -0.5352
6 H 0.3496 1.9607 -1.7699
7 H -1.4190 -0.4585 -0.8458
8 H -2.4019 0.4412 0.3516
9 H -2.0436 1.1726 -1.2440
10 H 0.0308 0.5353 0.9424
11 H -0.5925 2.1630 0.5450
12 O 0.3176 -1.1270 -0.2435
13 C 1.5961 -0.8551 0.2953
14 C -0.5646 -1.5666 0.7700
15 H 2.2437 -0.5174 -0.5313
16 H 2.0454 -1.7543 0.7493
17 H 1.5549 -0.0592 1.0577
18 H -0.2077 -2.4962 1.2443
19 H -0.6981 -0.8010 1.5528
20 H -1.5430 -1.7643 0.3007

Properties
lowest unoccupied orbital energy = 1.0773 eV
SMILES string = CCC.COC
HOMO energy = -0.369 Ha

These are the Löwdin partial charges, in e, on atoms 1 to 8: -0.124, -0.124, -0.318, 0.059, 0.083, 0.082, 0.059, 0.083

=====

c | 2 unconnected molecules or ions with the total composition C5H14O, computed with ωB97M-V with the def2-TZVPD basis set.

Atoms and positions in Å:
1 C 0.5563 1.5974 -0.3017
2 C 0.9941 0.1246 -0.4073
3 C -0.1131 -1.0918 -0.6136
4 C 0.5446 -2.4912 -1.0400
5 C -1.0719 -1.0138 0.6681
6 H 1.3324 2.2091 0.1451
7 H -0.3505 1.5074 0.3281
8 H 0.2482 1.9685 -1.3331
9 H 1.2461 -0.1965 0.6361
10 H 1.6243 -0.0703 -1.3423
11 H -0.7396 -0.8584 -1.4597
12 H -0.1845 -3.3179 -1.2529
13 H 1.2088 -2.3546 -1.8997
14 H 1.1679 -2.7819 -0.2373
15 H -1.7127 -0.1669 0.6501
16 H -1.7956 -1.8157 0.6487
17 H -0.4833 -1.0309 1.6763
18 H -1.1551 2.5340 1.7905
19 H -0.2055 3.7482 1.5294
20 O -1.1110 3.5007 1.8152

Properties
lowest unoccupied orbital energy = 0.8991 eV
SMILES string = CCC(C)C.O
HOMO energy = -0.381 Ha

These are the Löwdin partial charges, in e, on atoms 1 to 8: -0.121, -0.228, -0.363, -0.074, -0.090, 0.066, 0.033, 0.100

=====

Each structure's energy above the most stable one, in kcal/mol: a 0.0; b 54.9; c 29.5.

=====

a | A single C8H8O molecule, computed with ωB97M-V with the def2-TZVPD basis set.

Atoms and positions in Å:
1 C -1.2723 -1.0192 -1.4398
2 C -0.4977 -0.2593 -0.4052
3 C -0.8961 0.3723 0.8928
4 C 0.5706 0.9152 1.1619
5 C 0.8985 1.5135 -0.1707
6 C 0.3262 0.7638 -1.1998
7 C 1.1572 -0.5410 1.2263
8 C 0.5567 -1.2445 0.2662
9 H -2.1776 -0.4866 -1.8361
10 H -1.8247 1.1076 0.9172
11 H -1.1414 -0.3484 1.6940
12 H 0.7045 1.5196 1.9962
13 H 1.6099 2.3295 -0.4860
14 H 0.2618 0.8307 -2.3450
15 H 2.0691 -0.9235 1.8843
16 H 0.6747 -2.2680 -0.4140
17 O -1.0195 -2.2617 -1.7422

Properties
lowest unoccupied orbital energy = 0.5532 eV
SMILES string = O=C[C@]12C=C[C@H](C=C1)C2
HOMO energy = -0.328 Ha

These are the Löwdin partial charges, in e, on atoms 1 to 8: -0.123, -0.438, -0.104, -0.225, -0.050, 0.002, -0.072, -0.040

=====

b | A single C8H8O molecule, computed with ωB97M-V with the def2-TZVPD basis set.

Atoms and positions in Å:
1 C -1.0314 -0.0446 2.5068
2 C 2.6639 -1.3065 0.6068
3 C -0.5245 -0.4104 1.4617
4 C 1.4686 -1.2906 0.4932
5 C -1.1139 1.0068 -1.3817
6 C 0.0791 1.7174 -0.6645
7 C 0.1059 0.2466 -0.9607
8 C 0.0698 -0.9003 0.3175
9 O -0.5762 -2.1180 -0.1092
10 H -1.5911 0.0023 3.3952
11 H 3.6748 -1.4839 0.4331
12 H -1.9728 0.9136 -0.6773
13 H -1.3999 1.1477 -2.4572
14 H 0.6921 2.5025 -1.3162
15 H 0.2074 2.0070 0.3660
16 H 0.7113 -0.0120 -1.7203
17 H -1.4629 -1.9778 -0.2931

Properties
lowest unoccupied orbital energy = 0.8580 eV
SMILES string = C#CC(O)(C#C)C1CC1
HOMO energy = -0.363 Ha

These are the Löwdin partial charges, in e, on atoms 1 to 8: 0.188, 0.159, -0.086, -0.045, -0.104, -0.117, -0.198, -0.461

=====

Each structure's energy above the most stable one, in kcal/mol: a 0.0; b 44.4.

=====

a | A single C8H8O molecule, computed with ωB97M-V with the def2-TZVPD basis set.

Atoms and positions in Å:
1 C -1.7539 -0.8395 1.3257
2 C -0.7922 -0.3821 2.2236
3 C -1.4877 -0.9891 -0.0221
4 C 0.3699 0.2222 1.7648
5 C -0.2651 -0.5015 -0.4333
6 C 0.5911 0.1646 0.4152
7 C 0.8529 0.2094 -1.0648
8 C 0.7709 1.4321 -2.0284
9 O 1.8655 -0.6609 -1.5280
10 H -2.7908 -1.2184 1.6993
11 H -0.8980 -0.4942 3.2445
12 H -2.1851 -1.5050 -0.7110
13 H 1.1884 0.3750 2.3948
14 H 0.5163 1.0324 -2.9534
15 H 1.7077 1.9239 -1.9012
16 H 0.0894 2.2273 -1.7151
17 H 2.2208 -0.9963 -0.7106

Properties
lowest unoccupied orbital energy = 0.8604 eV
SMILES string = CC1(O)c2ccccc21
HOMO energy = -0.341 Ha

These are the Löwdin partial charges, in e, on atoms 1 to 8: -0.089, -0.076, -0.039, -0.035, -0.069, -0.058, -0.394, 0.023

=====

b | A molecular structure, C8H8O, computed with ωB97M-V with the def2-TZVPD basis set.

Atoms and positions in Å:
1 C -1.6999 -0.2484 -0.2784
2 C -0.4775 -1.0288 -0.2148
3 C 0.3660 -0.4718 0.9339
4 C 1.6673 -0.6910 0.0949
5 C 0.6553 -0.4017 -0.9501
6 C 0.1789 1.1334 -0.6091
7 C -0.1633 1.0399 0.7567
8 C -1.3262 1.0744 -0.2236
9 H -0.7075 -2.0235 -0.1950
10 H 0.1704 -0.8205 1.9476
11 H 2.5711 -0.0787 0.3163
12 H 1.8038 -1.8776 -0.0021
13 H 1.0543 -0.4426 -2.0964
14 H 0.7615 2.0861 -0.9435
15 H -0.0524 1.7604 1.5460
16 H -2.0068 1.8290 -0.1182
17 O -2.7952 -0.8385 0.0357

Properties
lowest unoccupied orbital energy = 0.8714 eV
HOMO energy = -0.348 Ha

These are the Löwdin partial charges, in e, on atoms 1 to 8: -0.323, -0.171, -0.155, -0.067, -0.232, -0.109, -0.130, -0.061

=====

Each structure's energy above the most stable one, in kcal/mol: a 0.0; b 20.5.